Entry 1:
Below is a structure of composition C35H38ClCsN5O6SSbTe in a non-equilibrium geometry, with properties calculated with wB97M-V/def2-TZVPD.

Geometry (Å):
Cs 1.6476 0.7559 -0.1801
C 3.1254 -2.7164 3.1862
C 2.6289 -1.4278 2.9407
N 1.3770 -1.0937 3.1141
C 0.5036 -2.0114 3.5327
C 0.8969 -3.3513 3.8281
C 2.2564 -3.6747 3.6353
C -0.0502 -4.2764 4.2993
C -1.3648 -3.8849 4.4407
C -1.7755 -2.6004 4.1426
C -0.8735 -1.6105 3.7030
N -1.2401 -0.3919 3.3413
C -2.2836 0.2799 3.7971
C -2.7917 0.1853 5.1089
C -3.8687 0.9389 5.5306
C -4.5105 1.8233 4.6869
C -4.0072 2.0256 3.3924
C -4.5551 2.9511 2.4784
C -3.9720 3.1237 1.2487
C -2.8269 2.3747 0.9377
N -2.3156 1.4847 1.7491
C -2.8736 1.2843 2.9443
H 4.1722 -2.9398 3.0154
H 3.2846 -0.6251 2.6147
H 2.5890 -4.6864 3.8483
H 0.2570 -5.2903 4.5257
H -2.0952 -4.5963 4.8160
H -2.8229 -2.3376 4.2175
H -2.3104 -0.5002 5.7940
H -4.2270 0.8172 6.5477
H -5.3839 2.3734 5.0130
H -5.4378 3.5133 2.7675
H -4.3733 3.8273 0.5308
H -2.3038 2.4965 -0.0052
C -3.8213 -5.2917 -3.0454
C -2.5753 -4.5281 -2.6920
C -2.5980 -3.5464 -1.7060
C -1.4700 -2.7954 -1.4204
C -0.3000 -3.0209 -2.1216
C -0.2458 -4.0393 -3.0550
C -1.3754 -4.7868 -3.3430
S 1.0680 -1.8383 -1.9841
O 2.1474 -2.3517 -2.8091
O 1.3998 -1.6957 -0.5810
N 0.4593 -0.4511 -2.4458
C 0.2997 -0.0720 -3.7175
C 0.3738 -0.9503 -4.8303
C 0.2845 -0.4433 -6.1010
C 0.0879 0.9247 -6.2841
C -0.0359 1.7003 -5.1454
N 0.0534 1.2394 -3.9137
H -4.4782 -5.3694 -2.1819
H -3.5710 -6.2913 -3.3962
H -4.3710 -4.7833 -3.8397
H -3.5134 -3.3654 -1.1603
H -1.4761 -2.0393 -0.6534
H 0.6966 -4.2364 -3.5429
H -1.3216 -5.5723 -4.0864
H 0.5386 -2.0019 -4.6562
H 0.3819 -1.1013 -6.9583
H 0.0361 1.3512 -7.2767
H -0.2050 2.7717 -5.2106
O 3.4087 2.8297 -1.9952
Cl 3.5721 3.5004 -0.7639
O 3.2884 4.8792 -0.9037
O 4.9306 3.3718 -0.3382
O 2.7172 2.9229 0.2225
C 6.2441 -0.1582 2.7808
Te 5.3265 1.4569 1.6057
C 5.4776 0.2786 -0.1727
H 5.5783 -1.0040 2.9050
H 6.5069 0.2142 3.7654
H 7.1511 -0.4952 2.2864
H 6.4143 -0.2698 -0.1520
H 5.4735 0.9813 -0.9941
H 4.6469 -0.4111 -0.2745
C 1.1650 5.0549 -3.2028
Sb 0.3211 3.6068 -1.8161
C -1.6891 4.1972 -2.4869
C 0.1808 4.9996 -0.1476
H 0.4517 5.8468 -3.4204
H 1.4335 4.5431 -4.1204
H 2.0616 5.4731 -2.7673
H -1.7904 5.2806 -2.5135
H -2.4506 3.7910 -1.8296
H -1.8612 3.7995 -3.4813
H -0.1190 5.9941 -0.4641
H 1.1527 5.0517 0.3221
H -0.5366 4.6092 0.5713

The value obtained for the HOMO-LUMO gap is 0.184 Eh. For the max |F|, the calculation gives 2.1 eV/A. As for the calculated total energy: -3468.284427 a.u. As for the lowest unoccupied orbital energy: 3.716 eV. As for the energy relative to the best compared isomer or geometry (same formula, charge and spin): 2.699 eV. The highest occupied orbital energy comes out at -1.30 eV. Its charge is -2.


Entry 2:
Below is a structure of composition C35H38CsN5O3PS3Sb in a non-equilibrium geometry, with properties calculated with wB97M-V/def2-TZVPD.

Geometry (Å):
Cs -2.2179 -0.1602 1.6499
S -0.3204 -2.2505 -0.4270
C -0.9291 -3.2359 0.8855
S -0.6420 -2.7920 2.4782
C -1.6141 -4.4005 0.5424
C -2.2248 -5.2168 1.4940
N -2.7635 -5.9260 2.2287
C -1.7068 -4.8483 -0.7742
N -1.7699 -5.2841 -1.8431
C -1.3544 5.4691 -0.7917
N -1.7827 4.2179 -0.2328
C -3.2104 4.0629 -0.0837
P -0.8213 2.8410 -0.1591
O -1.2862 1.9515 0.8995
N 0.7151 3.4567 0.0819
C 1.2719 3.3526 1.4118
C 1.6906 3.5914 -0.9679
N -0.7132 2.2054 -1.7277
C -0.1315 0.8798 -1.7607
C -1.7254 2.4285 -2.7259
H -1.7192 6.2992 -0.1751
H -1.7215 5.6258 -1.8170
H -0.2685 5.4978 -0.7992
H -3.5841 4.7391 0.6904
H -3.4329 3.0380 0.2094
H -3.7492 4.2781 -1.0154
H 0.4618 3.1793 2.1149
H 1.7774 4.2889 1.6706
H 1.9810 2.5247 1.4925
H 1.1873 3.5944 -1.9314
H 2.4128 2.7687 -0.9531
H 2.2433 4.5321 -0.8439
H 0.4884 0.7386 -0.8740
H 0.5003 0.7668 -2.6468
H -0.8883 0.0892 -1.7761
H -2.0928 3.4493 -2.6446
H -2.5767 1.7413 -2.6372
H -1.2753 2.2910 -3.7164
S 2.2835 -0.1136 1.4583
Sb 2.2347 -2.0721 0.3065
C 2.4797 -1.5897 -1.8074
C 3.1404 -0.4036 -2.0849
C 3.2942 0.0344 -3.3870
C 2.7868 -0.7202 -4.4300
C 2.1237 -1.9042 -4.1600
C 1.9646 -2.3344 -2.8524
C 4.4193 -2.4596 0.3778
C 4.9654 -3.7278 0.2593
C 6.3326 -3.9324 0.3436
C 7.1880 -2.8612 0.5307
C 6.6592 -1.5858 0.6295
C 5.2907 -1.3976 0.5569
C 1.9198 -4.1283 0.9529
C 1.4646 -5.1003 0.0821
C 1.2485 -6.3927 0.5318
C 1.4833 -6.7056 1.8577
C 1.9407 -5.7308 2.7294
C 2.1581 -4.4422 2.2777
H 3.5137 0.1928 -1.2630
H 3.8013 0.9710 -3.5869
H 2.8911 -0.3762 -5.4522
H 1.7164 -2.4954 -4.9706
H 1.4078 -3.2393 -2.6570
H 4.3121 -4.5825 0.1201
H 6.7365 -4.9378 0.2851
H 8.2576 -3.0211 0.6221
H 7.3144 -0.7382 0.7882
H 4.8733 -0.4074 0.6762
H 1.2641 -4.8591 -0.9529
H 0.8861 -7.1485 -0.1545
H 1.3083 -7.7139 2.2109
H 2.1207 -5.9780 3.7678
H 2.5011 -3.6751 2.9596
O -4.1073 1.0884 3.0077
C -4.6246 1.4588 1.9445
O -4.4222 0.9930 0.8079
C -5.6114 2.6221 2.0307
C -5.4165 3.6601 2.9295
C -6.3211 4.7080 2.9894
C -7.4327 4.7194 2.1616
C -7.6290 3.6843 1.2611
C -6.7148 2.6494 1.1906
H -4.5507 3.6314 3.5765
H -6.1663 5.5211 3.6890
H -8.1505 5.5284 2.2257
H -8.4923 3.6859 0.6081
H -6.8496 1.8418 0.4881

The value obtained for the HOMO-LUMO gap is 0.209 Eh. For the max |F|, the calculation gives 3.0 eV/A. As for the calculated total energy: -3652.461162 a.u. As for the lowest unoccupied orbital energy: 3.627 eV. As for the energy relative to the best compared isomer or geometry (same formula, charge and spin): 1.744 eV. The highest occupied orbital energy comes out at -2.06 eV. Its charge is -2.


Entry 3:
Below is a structure of composition C35H38F9IrN2OP2Si2 in a non-equilibrium geometry, with properties calculated with wB97M-V/def2-TZVPD.

Geometry (Å):
Ir 0.9242 -1.0700 0.1020
C -0.1524 -1.2739 4.4345
Si -1.0907 -1.3689 2.8027
C -0.9970 -3.0670 1.9779
C -2.8629 -0.8233 3.1506
N -0.3377 -0.3229 1.5659
P -0.4887 1.3033 1.3663
C 0.3413 1.9366 -0.0050
P 0.6099 1.2695 -1.5738
N 0.0399 -0.2566 -1.6678
Si -0.6332 -1.2043 -3.0044
C 0.1076 -0.6683 -4.6515
C -0.1031 -2.9445 -2.4435
C -2.5059 -0.9994 -3.0975
C -0.1724 2.4110 -2.7432
C 0.4687 2.7541 -3.9309
C -0.1252 3.6591 -4.7966
C -1.3519 4.2235 -4.4788
C -1.9949 3.8776 -3.2976
C -1.4068 2.9747 -2.4281
C 2.3706 1.3331 -1.9510
C 3.0152 0.2374 -2.5118
C 4.3430 0.3513 -2.8898
C 5.0213 1.5431 -2.6837
C 4.3795 2.6293 -2.1040
C 3.0500 2.5273 -1.7299
C 0.2367 2.2486 2.7217
C -0.0762 3.5897 2.9275
C 0.5897 4.3005 3.9118
C 1.5852 3.6898 4.6630
C 1.9330 2.3692 4.4219
C 1.2610 1.6484 3.4478
C -2.2534 1.6606 1.1244
C -3.0401 2.4577 1.9464
C -4.3909 2.6031 1.6644
C -4.9544 1.9534 0.5764
C -4.1732 1.1372 -0.2321
C -2.8245 0.9916 0.0398
H -0.6005 -1.9488 5.1652
H -0.1853 -0.2657 4.8473
H 0.8935 -1.5587 4.3199
H -1.1032 -3.8641 2.7145
H -0.0323 -3.2081 1.4792
H -1.7850 -3.1992 1.2353
H -3.3279 -1.5160 3.8539
H -3.4794 -0.7894 2.2522
H -2.8792 0.1674 3.6043
H 1.1807 -0.4855 -4.5863
H -0.3651 0.2491 -5.0039
H -0.0562 -1.4370 -5.4084
H 0.6951 -3.3475 -3.0677
H -0.9250 -3.6598 -2.4607
H 0.2765 -2.9008 -1.4149
H -2.7916 0.0544 -3.0864
H -3.0201 -1.5036 -2.2776
H -2.8728 -1.4288 -4.0312
H 1.4325 2.3233 -4.1705
H 0.3810 3.9365 -5.7112
H -1.8051 4.9400 -5.1503
H -2.9454 4.3268 -3.0431
H -1.8944 2.7126 -1.4977
H 2.4820 -0.6958 -2.6520
H 4.8532 -0.4941 -3.3309
H 6.0647 1.6197 -2.9587
H 4.9161 3.5539 -1.9406
H 2.5323 3.3578 -1.2656
H -0.8233 4.0794 2.3173
H 0.3397 5.3389 4.0827
H 2.0996 4.2517 5.4306
H 2.7336 1.9026 4.9796
H 1.5302 0.6229 3.2377
H -2.6154 2.9454 2.8131
H -5.0075 3.2262 2.2979
H -6.0065 2.0780 0.3590
H -4.6157 0.6198 -1.0734
H -2.1982 0.3512 -0.5710
F 5.7483 -0.6485 -0.2982
C 5.2989 -0.9251 0.9261
F 6.1284 -1.8229 1.4710
F 5.3657 0.1949 1.6449
C 3.8422 -1.4727 0.8787
O 2.9913 -0.5728 0.3363
C 3.8410 -2.8015 0.0366
F 4.5438 -3.8012 0.5452
F 4.2677 -2.5770 -1.2061
F 2.5548 -3.2435 -0.0885
C 3.3667 -1.8195 2.3254
F 3.9858 -2.8372 2.9077
F 2.0358 -2.1470 2.2511
F 3.4452 -0.7678 3.1398

As for the multiplicity: 2. The value obtained for the HOMO-LUMO gap (spin up / spin down) is 0.222 / 0.204 Eh. As for the expectation value of S²: 1.16. For the max |F|, the calculation gives 2.6 eV/A. As for the calculated total energy: -3805.886949 a.u. As for the lowest unoccupied orbital energy (spin up / spin down): -4.949 / -5.077 eV. As for the energy relative to the best compared isomer or geometry (same formula, charge and spin): 0.994 eV. The highest occupied orbital energy (spin up / spin down) comes out at -10.99 / -10.64 eV. Its charge is +1.